[1]
The following is a quantum chemistry calculation of a structure of composition C28H52AlClF7N6O4P2S at a distorted geometry, from the OMol25 dataset.

Output
LUMO = 1.85 eV
Charge = -1
Energy above the lowest of the compared OMol25 structures with the same formula, charge and spin = 0.0 kcal/mol

Cartesian coordinates (Å):
H: 4.212856 -6.215849 -1.148998
C: 5.862089 -1.863270 -2.846636
H: 4.394795 -6.631280 -5.251295
N: -5.920384 0.948891 7.286770
Cl: 4.129189 1.716087 -0.372317
C: 3.156891 4.997776 -4.477605
O: 1.092879 5.723950 -2.942838
O: 3.497749 -2.991043 -2.933662
C: -0.635603 1.299544 -0.840050
C: 4.725062 -6.177466 -2.118136
H: -6.894816 2.573984 8.237390
H: 6.115984 -6.333166 -4.933948
H: 5.107581 -2.680312 -6.112737
H: -6.925913 -0.420660 8.549724
H: 4.934001 3.982072 1.129038
C: -8.967634 0.951819 6.418281
H: 0.137195 0.856135 -0.210043
H: -1.099077 0.478684 1.716031
H: 5.718714 -5.779794 -1.938293
O: -6.111757 0.975783 4.145297
H: -8.321020 -1.363641 5.977186
C: -3.223912 0.638883 1.855708
H: 2.430555 -6.180193 -4.321459
N: -7.792868 1.539583 5.816266
F: 2.843710 5.300617 -5.764840
F: 3.624331 6.128254 -3.934868
N: 3.978799 -5.426684 -3.095402
C: 1.902190 1.025730 -2.910059
C: -4.352438 1.474348 -0.070598
S: 1.544019 4.501971 -3.605269
F: 4.678918 2.888353 -6.669911
C: 2.615141 -5.895937 -3.274876
H: 2.345402 3.012840 0.423573
H: -0.186754 3.394738 -0.351624
H: -4.605707 -1.214822 4.418117
H: -7.356546 3.059527 4.417647
H: 5.632569 -1.863555 -1.775409
C: 5.237618 -5.982804 -5.485349
H: 6.950526 -4.103282 -1.823125
F: 5.351257 4.587300 -5.089522
C: -5.000687 -1.590428 5.367124
P: -6.261971 0.766240 5.626456
N: 5.869678 -3.217820 -3.407745
H: -3.126265 1.986641 -1.758264
H: 3.680403 4.873463 -1.497292
C: 5.541299 -3.675202 -6.201819
H: 6.623533 -3.588207 -6.062255
C: 2.027209 -0.038814 -3.475485
C: -8.196387 2.459778 4.755629
H: -5.308357 -0.936682 8.031616
H: -7.233311 -2.566549 6.616314
C: 4.974867 4.516510 0.181896
N: 4.952387 -4.589005 -5.225655
F: 4.661249 3.482944 -3.373971
H: -4.242187 -1.416307 6.143801
H: -9.655389 1.740333 6.740585
H: -8.610786 1.931191 3.888700
H: -0.727871 0.731734 -1.768007
H: -5.162425 2.426252 8.599453
H: -5.363020 0.869494 1.720463
H: 7.928488 -3.370865 -3.095401
H: -3.241492 0.256481 2.870174
H: 2.415381 -6.773304 -2.660936
H: -5.470329 0.310241 9.227379
H: -9.513557 0.317173 5.707897
H: -5.123097 -2.667967 5.269423
H: 5.730412 4.086665 -0.470976
C: -2.005964 0.754404 1.193102
H: 1.887221 -5.125782 -3.000145
H: -7.491781 -2.438130 4.864394
C: -5.915566 -0.076540 8.307899
Al: 1.609826 2.773861 -2.029687
C: -1.968176 1.217047 -0.117311
F: 2.723127 2.562743 -5.833850
H: 7.153958 -4.901632 -3.410237
F: 4.494453 1.621594 -4.974054
C: 7.014115 -3.942855 -2.907624
H: -8.733264 0.376455 7.314830
H: 2.935604 5.099714 0.125711
C: -7.373400 -1.857319 5.786916
N: -6.258769 -0.946047 5.713364
H: -8.954068 3.151860 5.133784
C: 4.275575 3.942942 -4.568825
H: 5.434811 -6.135037 -6.549308
H: -0.953358 3.188468 -1.913386
H: 5.348053 -4.012401 -7.223619
H: 6.840839 -1.397903 -2.991515
H: 5.223633 5.565578 0.360148
H: 5.132768 -1.233027 -3.346816
C: 2.910621 3.073554 -0.507717
C: -3.147423 1.597164 -0.749027
C: -0.238893 2.730423 -1.222815
C: -5.918340 2.309762 7.819018
C: -4.408993 0.979634 1.225583
P: 4.334659 -3.896792 -3.791630
C: 3.588790 4.477200 -0.487448
H: 2.189215 -0.878695 -4.105767
H: 4.874093 -7.212598 -2.462176
H: -5.677018 3.030712 7.039340
O: 0.583118 4.118147 -4.631212
H: -5.262399 1.753850 -0.590523
C: 3.988564 2.717513 -5.529125

Forces on atoms 1 to 3 (eV/Å):
H -0.020 0.028 -0.011
C -0.201 0.014 0.191
H 0.059 0.015 0.174

These are the Löwdin partial charges, in e, on atoms 1 to 4: 0.085 -0.121 0.067 -0.315

=====

[2]
The following is a quantum chemistry calculation of a cluster of 2 separate species, C3H3FN2 in total at a distorted geometry, from the OMol25 dataset.

Output
2S+1 = 3
LUMO (spin up / spin down) = 0.39 / -3.17 eV
<S²> = 2.012
Energy above the lowest of the compared OMol25 structures with the same formula, charge and spin = 51.4 kcal/mol

Cartesian coordinates (Å):
H: 3.538047 1.282205 0.547519
N: 2.761452 0.905010 0.033951
C: -0.292440 -0.871862 -0.287341
H: -2.331879 -1.594689 0.262230
H: -2.146617 0.299706 -0.049830
F: -2.690104 1.190573 0.022522
C: -1.494694 -1.098057 -0.071054
N: 0.891239 -0.442646 -0.414134
C: 1.765000 0.329758 -0.043859

Forces on atoms 1 to 3 (eV/Å):
H -0.256 -0.410 -0.083
N 4.439 3.261 0.990
C 5.901 0.351 0.059

These are the natural (NBO) partial charges, in e, on atoms 1 to 4: 0.439 -0.622 0.186 0.225

=====

[3]
The following is a quantum chemistry calculation of a cluster of 5 separate species, C32H72F2N5O4S2 in total at a distorted geometry, from the OMol25 dataset.

Output
LUMO = -5.94 eV
Charge = +3

Cartesian coordinates (Å):
N: -1.333637 2.487517 5.875400
H: 6.229537 1.732041 -5.844945
C: -3.666783 3.051115 5.872974
C: 1.188906 -5.119305 -0.709135
N: 0.527098 -3.796288 -1.086397
C: 0.947226 1.430511 6.196887
C: 3.560636 2.120724 -4.107028
H: 3.134855 1.170584 6.659504
H: -0.429062 2.150812 7.689120
C: -3.258532 0.144874 -1.331279
H: 2.214678 2.298648 7.752127
F: -0.077336 -1.402946 2.256662
O: -0.553878 2.575072 0.403021
C: -5.575974 -0.441816 -0.746443
H: -3.770288 3.496640 4.885863
C: 2.175923 1.424908 7.099203
H: 5.066795 -0.497395 -5.673333
H: -3.424555 -0.747498 2.880090
H: -4.870950 -1.540638 2.417921
H: -5.945818 0.363854 -1.369676
H: 0.975708 -1.826843 -1.610673
C: 3.538037 -1.408381 -0.551736
C: 7.525405 0.233696 -5.024316
H: -3.379545 1.537555 0.796955
C: 1.561905 0.870745 -3.986850
H: -0.604499 -2.251128 -0.077306
C: -0.306833 -4.153268 -2.290703
H: -1.875685 0.648235 6.747293
H: 4.262105 2.567063 -6.549950
H: -4.574143 0.245044 -3.024742
H: 4.092885 0.944413 -7.251868
H: 1.607103 0.321982 -3.046290
C: -3.541685 1.518006 5.736954
H: -5.981462 0.433401 1.902943
H: -5.514717 -1.396407 -1.261879
C: 3.705147 1.633558 -6.506541
C: -3.652214 -1.088780 0.726410
N: -0.148024 0.038623 0.275813
N: 3.758203 1.036312 -5.146133
H: -1.665581 -5.505193 -1.320644
C: -4.399371 1.175637 0.649581
H: -2.015589 4.433219 6.449668
C: -0.066927 2.447866 6.701581
H: 0.320221 3.463717 6.736596
H: -5.017777 1.884708 0.109487
H: -1.679419 0.646635 4.919523
H: 0.994966 -6.667703 -2.149128
H: 8.356336 0.790536 -5.451663
H: -2.400169 0.652203 -0.897849
H: 1.205128 1.731004 5.179552
H: 2.066431 0.630374 7.850752
C: 1.549763 -2.720763 -1.361460
H: -2.318013 0.298925 -4.093522
H: 2.859039 -0.772194 -4.550739
H: -2.908249 -0.840917 -1.654749
H: 1.865242 2.734109 -2.936085
H: 7.374392 -0.645724 -5.651163
H: 4.016349 1.768958 -3.175117
C: 5.002976 0.247132 -4.878780
F: -0.226122 1.493724 -1.628131
H: -4.103683 1.023611 6.527304
H: 2.122504 -3.079653 -2.219271
H: -2.363212 3.183098 7.595595
H: 3.083593 -0.421141 -0.665578
O: -1.261892 0.645786 2.449983
H: -4.559745 3.262515 6.451370
H: 2.179846 -5.129858 -1.149768
H: -4.016452 -2.040859 0.348774
C: 0.360366 -6.259904 -1.362467
H: -1.311701 -3.874751 0.062213
O: 1.154315 0.581091 2.465272
H: 4.922463 -0.215874 -3.897119
H: -1.917462 3.391237 3.994482
S: -0.052912 0.134976 1.871571
H: 0.161127 -3.513310 0.911863
H: -6.292392 -0.529601 0.068488
C: -3.790066 0.855367 -2.578736
C: 2.501550 0.166891 -4.971116
H: -0.390455 2.425106 3.993655
C: -0.814733 -5.546341 -2.008215
H: 2.683222 1.922544 -6.738162
H: -4.249435 1.790472 -2.239613
C: -0.384683 -3.310001 -0.005847
H: 6.313927 1.814240 -4.132090
C: 6.267615 1.098084 -4.955184
C: -2.345268 3.398550 6.524660
H: -4.844148 1.329987 2.802435
H: -1.226265 -6.072365 -2.867713
C: -2.044906 1.158326 5.803098
H: -3.955732 1.119904 4.809984
C: 2.091372 2.301124 -3.909629
C: 2.476863 -2.431159 -0.184274
C: -1.033521 3.105087 4.546518
H: 1.593490 2.934097 -4.644796
C: -2.692469 1.188089 -3.580844
H: 4.183998 2.990700 -4.307719
H: 7.833800 -0.085862 -4.029037
S: 0.275881 1.531138 -0.097912
C: -4.203791 -0.729180 2.121130
O: 1.667974 1.773838 -0.242615
H: 1.842876 -2.011596 0.599439
H: 4.221581 -1.317747 0.290934
H: 2.850365 -3.376016 0.210306
H: 0.343556 -4.119336 -3.167164
N: -4.252005 -0.062278 -0.206935
H: 2.046495 -0.064234 -5.929234
H: 0.466104 0.453582 6.187085
H: 1.186046 -5.228624 0.369529
H: -1.866316 1.648095 -3.048359
C: -4.907411 0.624757 1.979782
H: -2.570083 -1.021540 0.816187
H: -0.400759 3.974933 4.717588
H: 4.080893 -1.663178 -1.462254
H: 0.517727 0.859643 -4.293602
H: -1.122384 -3.452839 -2.464179
H: 0.130695 -7.040612 -0.645978
H: -3.086515 1.859515 -4.339458

Forces on atoms 1 to 3 (eV/Å):
N -0.196 1.111 0.130
H -0.059 -0.180 -0.128
C 0.102 -0.954 -0.391

These are the Löwdin partial charges, in e, on atoms 1 to 4: -0.267 0.111 -0.126 -0.066

=====

[4]
The following is a quantum chemistry calculation of the molecule C3H6N2O2, from the OMol25 dataset.

Output
LUMO = 0.82 eV
Structure (SMILES) = [H]/N=C/OCC(N)=O
Energy above the lowest of the compared OMol25 structures with the same formula, charge and spin = 28.8 kcal/mol

Cartesian coordinates (Å):
H: 0.160268 -0.984807 -1.207953
N: 0.440167 -0.132463 -1.681853
H: 1.142079 -0.165277 -2.405889
C: 0.143987 -0.730063 1.554726
N: -0.203923 -1.634732 0.735442
H: 0.605322 -0.886594 2.533009
O: -0.004914 0.576959 1.342160
O: 0.738203 2.110653 -1.420983
H: -0.006837 -2.554173 1.120218
C: -0.692180 0.996255 0.154105
H: -1.023910 2.012740 0.361669
H: -1.545203 0.334389 -0.026489
C: 0.246941 1.057114 -1.058162

Forces on atoms 1 to 3 (eV/Å):
H 0.033 0.168 -0.060
N 0.110 0.060 -0.001
H -0.096 0.014 0.068

These are the natural (NBO) partial charges, in e, on atoms 1 to 4: 0.427 -0.828 0.399 0.433

=====

[5]
The following is a quantum chemistry calculation of the molecule C2H4OS at a distorted geometry, from the OMol25 dataset.

Output
LUMO = 0.41 eV
Structure (SMILES) = CC(O)=S
Energy above the lowest of the compared OMol25 structures with the same formula, charge and spin = 15.3 kcal/mol

Cartesian coordinates (Å):
O: -0.404398 -1.435492 0.091556
H: 1.145145 -0.130139 1.896202
H: 2.057659 -1.210795 0.589350
C: 1.452074 -0.191995 0.786590
H: 1.964541 0.725282 0.443881
C: 0.131066 -0.198073 0.057805
S: -0.719460 1.028727 -0.585497
H: 0.080372 -2.019632 0.639718

Forces on atoms 1 to 3 (eV/Å):
O -1.528 0.989 -1.214
H 0.868 -0.021 -1.532
H -1.223 2.506 0.415

These are the natural (NBO) partial charges, in e, on atoms 1 to 4: -0.658 0.248 0.222 -0.717